Record 1
Here is a structure of composition C3H6OS at a distorted geometry from the Open Molecules 2025 dataset. Energies are from wB97M-V/def2-TZVPD.

Last column: Mulliken charge in e.
Element x y z (Å)
1 C -2.2044 -0.4885 0.0369  -0.823
2 C 0.2279 0.2243 0.0084  0.374
3 C -0.4107 1.5913 -0.0448  -0.941
4 H -2.5956 -1.4852 -0.8738  0.242
5 H -2.6642 -0.7267 1.3227  0.215
6 H -2.2678 0.4034 -0.4819  0.501
7 H -1.4395 1.6323 0.5045  0.387
8 H -0.3699 2.2430 -1.2339  0.246
9 H 0.4863 2.4220 0.8954  0.280
10 O -0.7630 -0.8226 -0.0295  -0.251
11 S 1.8299 -0.3669 0.0063  -0.230

Cartesian forces, eV/Å:
C 0.337 -6.774 0.522
C -0.323 -2.908 -0.655
C 2.319 4.368 1.168
H 0.566 3.224 3.331
H 1.322 1.166 -4.494
H -1.387 1.730 -0.341
H 2.165 0.225 -1.331
H -0.177 -2.365 4.014
H -2.722 -2.413 -3.102
O 0.832 2.037 0.851
S -2.933 1.710 0.037

Results
- 2S+1 = 1
- HOMO (eV) = -8.74
- energy above the lowest of the compared OMol25 structures with the same formula, charge and spin (kcal/mol) = 144.37
- LUMO level (Ha) = -0.0089
- gap between HOMO and LUMO (eV) = 8.502

=====

Record 2
Here is a cluster of 2 separate species, C3H6OS in total at a distorted geometry from the Open Molecules 2025 dataset. Energies are from wB97M-V/def2-TZVPD.

Last column: Mulliken charge in e.
Element x y z (Å)
1 C 0.7109 -0.5543 -0.8338  -0.929
2 C -0.5313 0.0105 -0.2800  0.179
3 C 0.1171 1.2056 0.5660  -0.366
4 H 0.2647 -1.6782 -1.0391  0.253
5 H 1.6367 -0.6110 0.0655  0.272
6 H 0.8982 -0.0203 -1.7377  0.346
7 H -1.2416 0.5178 -1.0323  0.303
8 H -0.8227 -1.1265 1.5954  0.317
9 H 0.7613 1.9287 0.2052  0.402
10 O -1.4509 -0.8925 0.2867  -0.567
11 S -0.3425 1.2200 2.2041  -0.212

Cartesian forces, eV/Å:
C 0.582 -4.689 1.715
C -1.607 2.997 0.282
C -4.831 -2.966 4.398
H 2.056 2.428 0.036
H -2.600 0.138 -3.036
H 1.075 0.064 -0.573
H 1.438 -0.471 0.485
H -2.318 1.279 -4.371
H 1.241 1.188 -1.165
O 3.678 0.081 4.902
S 1.288 -0.049 -2.673

Results
- 2S+1 = 1
- HOMO (eV) = -9.10
- energy above the lowest of the compared OMol25 structures with the same formula, charge and spin (kcal/mol) = 114.04
- LUMO level (Ha) = -0.0233
- gap between HOMO and LUMO (eV) = 8.463

=====

Record 3
Here is an isolated molecule of C3H6OS at a distorted geometry from the Open Molecules 2025 dataset. Energies are from wB97M-V/def2-TZVPD.

Last column: Mulliken charge in e.
Element x y z (Å)
1 C -0.8665 1.5259 0.0783  -0.726
2 C -0.1416 0.4442 -0.0032  0.478
3 C -0.7327 -0.8420 -0.4358  -1.112
4 O 2.1700 -1.0690 0.3390  -0.439
5 S 1.8256 0.5211 0.0136  0.004
6 H -0.3921 2.4650 0.1958  0.262
7 H -2.0003 1.4671 0.0781  0.242
8 H -0.7826 -0.9274 -1.4955  0.260
9 H -0.1789 -1.6539 -0.0201  0.372
10 H -1.6667 -1.0013 0.2020  0.329
11 H 2.7658 -0.9296 1.0477  0.329

Cartesian forces, eV/Å:
C -1.534 0.469 0.491
C 2.327 -0.537 -0.791
C -0.741 -0.710 2.951
O -0.585 0.078 -0.977
S -3.037 0.555 -0.720
H 0.088 0.976 0.357
H 1.627 0.120 -0.274
H -0.495 -0.123 -0.697
H 0.927 -0.766 -0.197
H 0.483 0.514 -1.629
H 0.940 -0.577 1.486

Results
- 2S+1 = 1
- SMILES = C=C(C)SO
- HOMO (eV) = -8.51
- energy above the lowest of the compared OMol25 structures with the same formula, charge and spin (kcal/mol) = 49.01
- LUMO level (Ha) = 0.0211
- gap between HOMO and LUMO (eV) = 9.082

=====

Record 4
Here is an isolated molecule of C3H6OS at a distorted geometry from the Open Molecules 2025 dataset. Energies are from wB97M-V/def2-TZVPD.

Last column: Mulliken charge in e.
Element x y z (Å)
1 C 1.1295 -0.4980 -0.5651  -0.875
2 C 0.0482 0.1648 0.5061  0.218
3 C -1.2790 -0.5468 0.4022  -0.277
4 H 2.0032 -0.0671 -0.1434  0.300
5 H 0.9068 -0.0664 -1.7017  0.233
6 H 1.1522 -1.8131 -0.7755  0.263
7 H 0.6884 0.3949 1.4103  0.299
8 H -0.5525 2.0408 0.0262  0.243
9 H -1.8264 -1.3853 1.2430  0.261
10 O 0.2056 1.5138 -0.0531  -0.445
11 S -2.4760 0.2623 -0.3491  -0.220

Cartesian forces, eV/Å:
C -2.397 -2.736 -2.514
C 3.442 0.244 -2.327
C -2.801 0.521 3.399
H 1.324 -0.281 -0.407
H 0.465 -0.958 3.318
H 0.033 4.147 1.293
H -1.661 -1.762 0.004
H -2.048 0.963 0.286
H 2.805 1.958 -2.660
O 0.644 -1.511 -0.039
S 0.195 -0.585 -0.353

Results
- 2S+1 = 1
- SMILES = C[C@@H](O)C=S
- HOMO (eV) = -8.97
- energy above the lowest of the compared OMol25 structures with the same formula, charge and spin (kcal/mol) = 93.05
- LUMO level (Ha) = -0.0260
- gap between HOMO and LUMO (eV) = 8.259

=====

Which value of energy above the lowest of the compared OMol25 structures with the same formula, charge and spin does entry 1 give? 144.37 kcal/mol

=====

What is the energy above the lowest of the compared OMol25 structures with the same formula, charge and spin in the fourth record? 93.05 kcal/mol